Here is a structure of composition C19H24NPd in a non-equilibrium geometry from the OMol25 dataset. Energies are from wB97M-V/def2-TZVPD.

Output
Orbital gap (alpha / beta), eV: 6.7 / 6.1
LUMO energy (alpha / beta), eV: -2.5 / -5.7
HOMO energy (alpha / beta), eV: -9.233 / -11.844
Total energy, eV: -25049.802
Expectation value of S²: 6.02

The geometry in ORCA input format:
```
! wB97M-V def2-TZVPD RIJCOSX def2/J DEFGRID3
* xyz 1 5
C -0.34704 0.69818 -4.26744
C 0.23125 2.04272 -4.19317
C 0.47722 -0.40723 -4.75284
C -1.80367 0.54675 -4.24565
H 0.52497 -0.43233 -5.86419
H 0.08929 -1.39917 -4.44757
H 1.52868 -0.34336 -4.40924
H 0.21337 2.55555 -5.17931
H 1.29162 2.03614 -3.87662
H -0.31848 2.70761 -3.49949
H -2.25204 0.72435 -5.24817
H -2.29942 1.26500 -3.56457
H -2.12514 -0.46935 -3.94821
C 2.33892 -0.14636 1.54472
C 2.45828 -0.89523 0.34570
C 2.27680 0.00584 -0.75697
H 2.71550 -1.95460 0.27844
C 2.04210 1.32395 -0.22518
C 2.07557 1.22969 1.18442
H 1.96538 2.06466 1.88789
H 2.47289 -0.52608 2.56663
H 2.38261 -0.24423 -1.82109
H 1.91519 2.23991 -0.81419
C -2.09316 -1.11567 0.98201
C -1.08371 -2.07775 1.36624
C -0.42422 -2.51019 0.18667
H -0.89914 -2.44044 2.38638
C -1.02071 -1.82936 -0.92743
C -2.05642 -0.96495 -0.42250
H -2.72709 -0.33882 -1.02283
H -2.79837 -0.61513 1.65715
H 0.35033 -3.27820 0.13444
H -0.78764 -1.99386 -1.98775
Pd 0.16098 -0.19433 0.44712
C -0.58482 0.64956 5.71488
C 0.52693 1.08993 5.05577
C 0.70171 0.84958 3.69742
N -0.21097 0.21834 2.99989
C -1.26690 -0.26646 3.60225
C -1.48306 -0.04788 4.95807
H -0.73583 0.82550 6.78660
H 1.31122 1.61273 5.60305
H 1.70167 1.20837 3.42101
H -2.06363 -0.93043 3.24156
H -2.37103 -0.47298 5.42607
*
```

Here is an isolated molecule of C20H28O5 from the OMol25 dataset. Energies are from wB97M-V/def2-TZVPD.

Output
Orbital gap, eV: 9.1
LUMO energy, eV: 0.8
SMILES: C=CCc1cc(C)ccc1OCCCC(C(=O)OCC)C(=O)OCC
HOMO energy, eV: -8.277
Total energy, eV: -31432.076
Energy above the lowest of the compared OMol25 structures with the same formula, charge and spin, kcal/mol: 1.9

The geometry in ORCA input format:
```
! wB97M-V def2-TZVPD RIJCOSX def2/J DEFGRID3
* xyz 0 1
C 1.34634 1.35512 0.79591
C 0.03843 1.39364 0.96519
C -0.92763 2.17038 0.11438
C -0.33391 2.61839 -1.19002
C 0.02882 3.93002 -1.42099
C 0.60900 4.33117 -2.62145
C 0.98348 5.76715 -2.83572
C 0.82075 3.37381 -3.59783
C 0.46391 2.04933 -3.39347
C -0.11356 1.66214 -2.19431
O -0.51204 0.39304 -1.89395
C -0.10215 -0.67813 -2.71263
C -0.44038 -1.96274 -1.96004
C 0.36051 -2.04815 -0.66101
C -0.16732 -3.15107 0.26097
C 0.66920 -3.27726 1.52764
O 0.99360 -4.32832 2.01293
O 0.96560 -2.08674 2.03778
C 1.73351 -2.06305 3.24211
C 3.22066 -2.20997 2.95448
C -1.60169 -2.85634 0.69073
O -2.52500 -3.60223 0.50248
O -1.69384 -1.67601 1.29365
C -2.98253 -1.28476 1.76996
C -3.26276 -1.87201 3.14542
H 1.98081 0.77565 1.44472
H 1.83580 1.89317 0.00058
H -0.41639 0.83601 1.77370
H -1.27775 3.03783 0.68270
H -1.79109 1.53095 -0.08891
H -0.13707 4.66441 -0.64484
H 0.09023 6.39101 -2.86263
H 1.51948 5.89330 -3.77292
H 1.61336 6.12381 -2.02205
H 1.27076 3.65590 -4.53888
H 0.63768 1.32990 -4.17882
H -0.62981 -0.65218 -3.67685
H 0.97893 -0.62229 -2.90075
H -0.23515 -2.82279 -2.59886
H -1.50747 -1.95256 -1.73307
H 0.29454 -1.09305 -0.13892
H 1.41032 -2.24529 -0.88946
H -0.17069 -4.12412 -0.23865
H 1.51290 -1.09480 3.69642
H 1.39432 -2.87137 3.89826
H 3.54793 -1.44027 2.25951
H 3.78239 -2.11599 3.87933
H 3.41923 -3.18633 2.51960
H -3.74203 -1.61603 1.05429
H -2.95374 -0.19370 1.80455
H -3.29373 -2.95725 3.08579
H -4.22110 -1.51212 3.50859
H -2.48365 -1.57918 3.84538
*
```

Here is a cluster of 2 separate species, C9H14O in total in a non-equilibrium geometry from the OMol25 dataset. Energies are from wB97M-V/def2-TZVPD.

Output
Orbital gap, eV: 9.3
LUMO energy, eV: 0.8
SMILES: Cc1ccc(O)cc1.CC
HOMO energy, eV: -8.520
Total energy, eV: -11604.895
Energy above the lowest of the compared OMol25 structures with the same formula, charge and spin, kcal/mol: 63.2

The geometry in ORCA input format:
```
! wB97M-V def2-TZVPD RIJCOSX def2/J DEFGRID3
* xyz 0 1
C 2.40806 -1.82964 -0.32161
C 0.88765 -1.74371 -0.49375
C 0.33600 -1.77349 -1.84319
C -1.00633 -1.48262 -2.03536
C -1.85382 -1.24377 -0.98488
O -3.07198 -0.51004 -1.06175
C -1.35197 -1.29262 0.37133
C 0.07326 -1.35719 0.45382
H 2.80924 -0.82130 -0.14431
H 3.01175 -2.01808 -1.12334
H 2.70197 -2.45533 0.53672
H 0.86342 -2.04547 -2.72157
H -1.16037 -1.21902 -3.10906
H -3.11679 0.08390 -0.35648
H -1.91782 -1.26708 1.21918
H 0.49312 -1.30400 1.39987
C -0.61588 2.27659 0.99893
C 0.58410 3.25791 1.57974
H -0.21835 1.58355 0.22352
H -0.94234 1.68789 1.71892
H -1.33970 2.87575 0.48513
H 0.85147 2.99159 2.58250
H 1.59436 3.45810 0.99381
H -0.01907 4.14809 1.63184
*
```

Here is a structure of composition C40H40NO2PmSi in a non-equilibrium geometry from the OMol25 dataset. Energies are from wB97M-V/def2-TZVPD.

Output
Orbital gap (alpha / beta), eV: 8.3 / 8.4
LUMO energy (alpha / beta), eV: 0.0 / 0.0
HOMO energy (alpha / beta), eV: -8.353 / -8.387
Total energy, eV: -72147.508
Expectation value of S²: 6.01

The geometry in ORCA input format:
```
! wB97M-V def2-TZVPD RIJCOSX def2/J DEFGRID3
* xyz 0 5
C 2.15048 -0.14050 0.20581
C 2.19188 -0.84250 -1.02069
C 1.82888 0.04930 -2.05499
H 2.44088 -1.88170 -1.14029
C 1.59598 1.31010 -1.46759
C 1.79668 1.19340 -0.08119
H 1.25848 2.19140 -1.98189
C -1.33182 -1.74400 0.57661
C -0.23482 -2.46120 0.07111
C -0.32982 -2.46490 -1.33729
H 0.55718 -2.90280 0.65211
C -1.47892 -1.74330 -1.72529
C -2.09562 -1.30390 -0.52419
H 1.76418 -0.18010 -3.10489
H 1.62548 1.97140 0.64211
H 2.36508 -0.54770 1.17941
H -2.97872 -0.69590 -0.45399
H 0.37708 -2.91920 -2.00789
H -1.53602 -1.53270 1.61291
Pm -0.03392 -0.21600 -0.65259
C -2.00992 -1.53530 -3.12799
C -3.51832 -1.80650 -3.10759
C -1.32752 -2.48530 -4.10709
H -3.71282 -2.81690 -2.75039
H -3.93622 -1.69730 -4.10289
H -4.03092 -1.11540 -2.44009
H -1.51822 -3.52330 -3.83969
H -0.24892 -2.33030 -4.11689
H -1.70702 -2.32120 -5.10949
C -1.71292 -0.07910 -3.50909
C -2.25072 0.44290 -4.82399
H -0.62832 0.06130 -3.51569
H -2.06962 0.58200 -2.72019
O -3.15802 -0.07130 -5.46949
N -1.64962 1.58570 -5.26829
C -0.46302 2.21600 -4.73699
H -1.97392 1.88070 -6.17579
C 0.85448 1.63830 -5.20289
C 2.03618 2.26210 -4.80639
H 1.99028 3.13340 -4.16469
C 3.26598 1.77170 -5.21219
H 4.17358 2.26790 -4.89519
C 3.33538 0.63910 -6.01469
H 4.29558 0.25170 -6.32739
C 2.16548 0.00700 -6.40419
H 2.20818 -0.87660 -7.02719
C 0.93208 0.50600 -6.00279
H 0.02448 0.01160 -6.32079
H -0.49072 2.19040 -3.64869
H -0.50372 3.27160 -5.00659
O -0.04052 0.23370 1.61301
Si -0.00152 0.21580 3.24491
C -1.74292 0.27400 4.01381
C -2.65762 -0.79950 3.92091
C -3.91772 -0.72840 4.51901
C -4.29352 0.41050 5.22611
C -3.40412 1.47730 5.34221
C -2.14002 1.41050 4.74671
C 0.93568 -1.28130 3.93471
C 0.28178 -2.25860 4.70941
C 0.97808 -3.36860 5.20211
C 2.33988 -3.51490 4.94151
C 3.00978 -2.54580 4.19741
C 2.31588 -1.43820 3.70151
C 0.88578 1.78030 3.74041
C 0.42388 3.00860 3.24151
C 1.06288 4.19990 3.59461
C 2.16908 4.17460 4.44701
C 2.63658 2.95730 4.94751
C 1.99948 1.76370 4.59691
H -2.41972 -1.71940 3.42271
H -4.60062 -1.56550 4.44081
H -5.26912 0.46040 5.69171
H -3.69252 2.35790 5.90111
H -1.48302 2.25430 4.87411
H -0.76432 -2.18760 4.94221
H 0.45978 -4.11610 5.78901
H 2.87788 -4.37300 5.32501
H 4.07078 -2.64840 4.00841
H 2.87758 -0.69700 3.16261
H -0.43292 3.04370 2.57971
H 0.69938 5.14300 3.20791
H 2.66278 5.09760 4.72121
H 3.49188 2.93830 5.61061
H 2.37718 0.84080 5.00961
*
```

Here is a structure of composition C45H46AsMoN7O3 from the OMol25 dataset. Energies are from wB97M-V/def2-TZVPD.

Output
Orbital gap (alpha / beta), eV: 5.5 / 5.8
LUMO energy (alpha / beta), eV: -6.2 / -5.9
HOMO energy (alpha / beta), eV: -11.667 / -11.693
Total energy, eV: -126667.205
Expectation value of S²: 2.02
Energy above the lowest of the compared OMol25 structures with the same formula, charge and spin, kcal/mol: 0.0

The geometry in ORCA input format:
```
! wB97M-V def2-TZVPD RIJCOSX def2/J DEFGRID3
* xyz 2 3
Mo 0.46137 -0.18471 -0.15496
C -1.20808 -1.47940 -10.85063
O -0.81408 -0.79583 -9.66493
C -1.76249 -0.52129 -8.74990
C -1.33610 0.22834 -7.64622
C -2.22097 0.55343 -6.64499
C -3.55456 0.14761 -6.73583
C -3.98957 -0.53900 -7.85777
C -3.09646 -0.90719 -8.85342
N -4.56956 0.52154 -5.80301
N -4.38462 0.53655 -4.58176
C -3.21886 0.00337 -3.94723
C -2.81262 -1.30069 -4.07028
C -1.77353 -1.83438 -3.27903
C -1.15131 -1.04890 -2.34727
O -0.12748 -1.44157 -1.54896
C -1.58321 0.27951 -2.18295
N -0.93194 1.00083 -1.21534
C -1.22167 2.28795 -1.06545
C -2.21429 2.91535 -1.81839
C -2.92029 2.18604 -2.74947
C -2.60332 0.83282 -2.96930
H -0.31108 -1.56910 -11.45424
H -1.96060 -0.90861 -11.39729
H -1.59248 -2.47461 -10.61958
H -0.30673 0.55909 -7.61669
H -1.88886 1.15899 -5.81174
H -5.03845 -0.79014 -7.94719
H -3.45352 -1.45987 -9.70904
H -3.29665 -1.93461 -4.80146
H -1.46050 -2.86131 -3.41365
H -0.66270 2.82558 -0.31014
H -2.42661 3.96043 -1.64737
H -3.71809 2.64100 -3.32338
C -4.50099 1.40520 6.34673
C -3.35202 1.26966 5.39167
C -2.04405 1.17836 5.84296
C -0.95572 1.04807 4.98400
C 0.40459 0.93064 5.62254
C -1.21394 1.02069 3.60328
As 0.18869 0.82416 2.28333
N -0.03932 -0.89119 1.54663
C -0.34864 -2.15699 2.09640
C -0.60941 -3.22227 1.23030
C -0.92825 -4.46941 1.75027
C -1.00540 -4.65777 3.12330
C -0.77268 -3.58917 3.97790
C -0.44506 -2.34018 3.47293
C 1.95231 1.14300 3.03189
C 2.94064 0.20951 3.35489
C 2.70208 -1.27344 3.38331
C 4.19604 0.67577 3.73685
C 4.49318 2.02717 3.82766
C 5.84688 2.50579 4.26665
C 3.48775 2.93578 3.51171
C 2.22824 2.52244 3.10665
C 1.18575 3.57060 2.80708
C -2.53021 1.10518 3.11522
C -2.85986 1.07285 1.64820
C -3.57204 1.22517 4.01980
H -4.16074 1.42968 7.37978
H -5.19470 0.57099 6.23394
H -5.05961 2.32093 6.14936
H -1.85328 1.20344 6.90924
H 0.28826 0.83107 6.69946
H 1.02887 1.80430 5.43614
H 0.95613 0.05818 5.26938
H -0.58990 -3.06132 0.15792
H -1.13598 -5.29055 1.07675
H -1.26298 -5.62792 3.52538
H -0.85148 -3.72509 5.04842
H -0.28358 -1.50757 4.14427
H 2.09265 -1.60500 2.54970
H 2.18442 -1.57583 4.29610
H 3.64945 -1.81202 3.35955
H 4.95929 -0.05045 3.99527
H 6.53227 1.67533 4.42510
H 5.77122 3.06352 5.20103
H 6.28342 3.17614 3.52529
H 3.69021 3.99860 3.58338
H 1.61058 4.56745 2.90307
H 0.33790 3.51117 3.49491
H 0.79204 3.48112 1.79029
H -2.39102 1.90689 1.12560
H -3.93474 1.15414 1.50033
H -2.53536 0.14350 1.17388
H -4.58640 1.28632 3.64242
C 4.73915 1.03675 -2.04673
N 4.24180 -0.12024 -1.28471
C 5.01828 -1.21344 -1.01787
C 4.52801 -2.29662 -0.38405
C 3.16011 -2.28107 0.02825
N 2.43816 -1.16647 -0.16845
C 2.95546 -0.13914 -0.87866
O 2.14127 0.78928 -1.13487
N 2.59904 -3.33135 0.59772
H 5.82194 0.97285 -2.09128
H 4.44425 1.95107 -1.54044
H 4.32261 1.02474 -3.05123
H 6.04247 -1.15580 -1.35823
H 5.15247 -3.15626 -0.19604
H 3.13363 -4.16997 0.75308
H 1.62580 -3.32827 0.88425
*
```